Record 1
ORCA calculation (ωB97M-V/def2-TZVPD) on a 2-piece molecular cluster, C4H12 overall in a non-equilibrium geometry.

The geometry in XYZ format:
```
16
Properties=species:S:1:pos:R:3:forces:R:3
H 4.403568 4.289385 -1.068792 1.559 0.572 0.214
H 3.585773 2.908987 -1.829004 0.495 -1.526 -0.563
H 1.869507 3.086468 -0.057923 -2.741 -5.079 0.076
C 3.511719 3.808286 -1.306414 -4.279 2.248 -0.345
H 2.853442 4.499975 -1.933425 1.811 -0.763 -0.304
H -3.101804 -4.372018 2.266131 -0.536 0.944 -1.673
H -1.454193 -4.039379 0.420116 -0.129 1.024 0.354
C 2.523558 3.805333 -0.135228 2.441 3.676 1.211
H -3.582785 -5.120972 0.768625 -0.936 -0.418 -0.010
H 2.995464 3.892058 0.863547 -0.247 0.146 -0.511
C -2.404742 -3.490553 0.259942 -0.050 -3.383 1.166
H -2.418023 -2.476359 0.330601 0.775 2.903 0.556
H -2.563736 -3.707377 -0.765334 -0.843 -0.304 -1.091
C -3.475446 -4.136608 1.194350 -0.207 0.728 0.801
H -4.473293 -3.514129 1.237260 1.928 -1.494 -0.103
H 1.730991 4.566905 -0.244452 0.960 0.727 0.221
```
Positions in Å, forces in eV/Å.

Its gap between HOMO and LUMO is 12.4455 eV. For the total energy, the calculation gives -4340.9211 eV. For the energy above the lowest of the compared OMol25 structures with the same formula, charge and spin, the calculation gives 37.1 kcal per mole. The lowest unoccupied orbital energy comes out at 1.26 eV. The highest occupied orbital energy is -11.184 eV.

Here is what Löwdin gives for the atomic charges, in e: 0.0382 0.0377 -0.0095 -0.1310 0.0873 0.0800 0.0769 -0.1721 0.0337 0.0775 -0.1692 0.0172 0.0424 -0.1746 0.0936 0.0717

***

Record 2
ORCA calculation (ωB97M-V/def2-TZVPD) on C26H27FN6PbSSe as an isolated structure.

The geometry in XYZ format:
```
63
Properties=species:S:1:pos:R:3:forces:R:3
C 1.726980 0.705944 3.725601 -0.016 -0.026 0.013
N 1.045141 -2.820594 2.978749 -0.019 0.017 0.026
H 0.913362 1.086538 3.112222 -0.002 -0.005 0.018
H 0.963949 -4.746495 2.254381 -0.005 0.001 0.004
H 2.766095 -5.070753 -0.347880 0.002 0.005 0.010
C 0.550253 0.671284 -1.605346 -0.003 -0.034 -0.016
H -2.640903 -0.259308 -2.428058 0.009 -0.010 0.004
C -0.999171 -0.101072 -3.788484 0.018 -0.001 -0.025
Pb 2.037948 0.978898 0.098831 -0.135 0.029 -0.064
H -0.755651 -7.665480 -2.146975 0.000 0.000 0.000
H 0.560388 -3.489586 1.093518 0.001 0.001 0.000
Se 0.833970 3.263443 1.108566 0.053 -0.025 0.018
C -1.877792 2.304226 1.352876 0.013 0.001 -0.007
H -1.479204 -4.769408 1.745201 0.004 0.004 0.006
C -1.587675 -0.034891 -2.541995 0.010 0.035 0.024
C -0.817776 -6.617196 -1.889731 0.008 -0.003 0.000
H -3.128278 -4.229802 -1.198731 0.001 0.000 0.001
H 0.639779 0.837679 5.590076 0.002 0.001 -0.003
N 1.397859 -3.721405 -1.323569 -0.055 -0.032 -0.012
H 1.300775 -6.291953 -1.975194 -0.004 -0.004 -0.004
C 1.054633 -1.494749 2.752315 -0.019 -0.051 -0.011
H 0.702289 -1.865866 -2.132373 -0.009 -0.026 -0.010
C -3.165737 2.092728 0.885829 0.000 -0.003 -0.004
H 2.223225 -1.239294 4.370321 -0.007 -0.001 0.006
C 2.585111 -4.073806 -0.709209 0.008 0.033 0.031
F -1.747030 -0.493611 -4.843828 0.013 0.014 -0.005
H 1.616790 2.257778 5.199387 -0.002 0.001 -0.001
C 0.330185 -5.853526 -1.785673 -0.008 -0.012 0.029
C 1.495901 -2.400073 -1.634128 -0.014 0.158 0.081
H -1.580209 1.928696 2.323172 -0.009 -0.002 -0.004
C -1.009694 -3.917875 -1.235417 -0.003 -0.008 -0.052
C -3.255824 -6.828167 -1.793099 0.006 0.013 -0.020
H -1.286101 0.427633 -0.495805 0.002 -0.024 0.039
S 0.248052 -0.843023 1.401900 0.046 0.000 0.014
C 1.087464 0.604384 -2.890977 0.020 0.005 0.003
C -0.802863 0.358248 -1.463030 -0.022 -0.001 -0.019
C -2.157740 -4.678157 -1.361565 0.005 0.008 -0.007
H 1.380406 -3.141955 3.873398 0.008 0.002 -0.002
H -3.104799 3.527857 -2.013444 0.003 -0.003 -0.004
C 0.326551 0.224835 -3.992186 -0.013 0.005 -0.022
N -4.205641 -7.467986 -1.883657 0.000 -0.006 0.014
C -2.064063 -6.030573 -1.681268 -0.009 -0.020 0.008
C 0.412371 -3.814427 2.119929 0.010 0.010 0.001
H 0.746387 0.169509 -4.987948 0.003 -0.002 -0.001
C -1.066300 -4.010060 2.411281 -0.005 -0.010 0.010
H -1.067890 -2.872664 -0.955994 -0.009 -0.003 0.009
H -1.228851 -4.335697 3.439992 0.006 0.002 0.001
N -3.606559 2.511244 -0.299746 0.008 0.010 0.002
H -3.881243 1.552405 1.497823 0.000 0.000 0.000
N 1.706316 -0.751924 3.653331 0.018 0.030 0.014
C 0.230889 -4.508409 -1.455024 0.014 0.026 -0.029
N 2.637305 -1.891307 -1.256686 0.088 -0.111 -0.021
H 2.654089 1.082643 3.287752 0.010 0.003 -0.003
H 2.139221 0.819448 -3.055585 0.001 0.001 -0.005
H -0.765648 3.980024 -1.348412 -0.004 0.004 -0.005
C -2.737269 3.185038 -1.051834 -0.023 -0.008 0.004
C 3.325015 -2.932432 -0.671731 0.005 -0.002 -0.036
H 2.400163 0.793659 5.789623 0.002 0.000 0.000
C -1.428026 3.446534 -0.680275 0.013 -0.005 0.002
H -1.609538 -3.078862 2.250244 -0.002 -0.002 -0.002
C 1.587109 1.169644 5.163874 0.005 0.008 -0.007
H 4.313137 -2.796721 -0.264549 0.004 -0.004 -0.004
C -0.968971 2.985880 0.548188 -0.021 0.017 0.012
```
Positions in Å, forces in eV/Å.

Its gap between HOMO and LUMO is 7.5247 eV. For the total energy, the calculation gives -120488.1256 eV. For the energy above the lowest of the compared OMol25 structures with the same formula, charge and spin, the calculation gives 0.0 kcal per mole. The lowest unoccupied orbital energy comes out at -0.12 eV. The highest occupied orbital energy is -7.642 eV.

Here is what Löwdin gives for the atomic charges, in e: -0.2994 0.0027 0.0208 0.1207 0.1162 -0.4340 0.1210 -0.2913 0.8397 0.1235 0.0543 0.4843 -0.1470 0.0694 -0.0161 -0.0145 0.1280 0.0794 -0.0273 0.1193 -0.7338 0.1115 -0.1666 0.1440 -0.0688 0.0497 0.0804 0.0050 -0.1691 0.0869 0.0002 -0.1806 0.0514 0.6526 -0.1688 -0.1888 -0.0091 0.1433 0.1041 -0.0219 0.1612 -0.2285 -0.2690 0.1165 -0.0787 0.1101 0.0751 0.0512 0.1008 0.0052 -0.1911 0.0485 0.0962 0.0925 0.1009 -0.1615 -0.1345 0.0730 -0.1294 0.0618 -0.0755 0.1000 -0.6960

***

Record 3
ORCA calculation (ωB97M-V/def2-TZVPD) on C24H39Br2Cl6MgN6NaO3S6 as an isolated structure in a non-equilibrium geometry.

The geometry in XYZ format:
```
88
Properties=species:S:1:pos:R:3:forces:R:3
H 3.130219 -2.298659 -0.776075 0.679 0.672 1.573
H 4.968272 1.441576 -1.672150 0.288 1.007 0.680
H -1.510114 -1.800758 0.002470 -1.000 0.624 -0.429
H -1.320753 1.357946 2.412300 -0.216 0.435 -0.819
H 1.885785 0.282300 2.001458 -0.394 0.202 -0.010
H -7.383908 -4.255001 -1.217460 0.020 0.035 -0.006
O 7.016793 -4.439609 0.988894 0.032 -0.098 0.044
H 6.095642 -0.983179 2.973850 -0.691 0.038 -0.947
H -3.945628 0.380550 -2.919502 0.712 -0.817 0.615
H -0.999799 4.044158 2.069365 0.237 -0.606 -1.022
N 1.616530 2.822631 3.641562 0.085 -0.013 0.352
C 3.837859 -2.067607 0.117409 0.155 0.851 0.250
C -2.306082 -1.194038 -0.485232 -1.459 1.297 -2.424
S 5.914701 2.519569 0.400633 -0.435 -1.238 0.081
H -1.925953 1.456894 0.649521 0.285 0.183 1.209
H -1.323690 3.657848 0.294079 0.615 -0.059 0.875
C -0.897158 3.271678 1.254431 -0.529 -0.807 0.640
H -10.726104 0.272793 -1.670912 0.051 -0.116 0.014
N 0.910337 0.386189 1.710300 -0.487 -0.041 -0.954
C -1.789693 2.002358 1.628618 -0.585 0.384 -0.778
C -3.228932 2.397231 2.120931 0.975 0.905 0.703
H 3.187216 2.656611 0.891148 0.168 1.125 -0.203
Cl -10.902370 -1.634970 -0.312807 0.046 0.064 -0.024
H 0.632906 -0.537413 1.369377 0.026 0.254 0.277
S -4.379932 0.943572 2.290346 1.036 -0.575 -0.203
H 6.075295 -2.193646 1.656088 -0.339 1.028 0.261
H 5.666694 3.059329 -1.938207 -0.415 -0.557 1.009
C -3.605691 -0.544384 1.607175 -0.824 0.396 -0.585
H 6.590245 -5.281853 0.683270 0.061 -0.060 0.046
S -3.150938 -1.885087 2.568730 0.660 -0.123 -0.725
C 0.805586 1.351315 0.575659 1.202 -0.410 -0.368
Cl 1.178061 -0.686985 -5.206901 0.107 0.126 0.236
C 5.030634 2.467870 -1.216860 -0.452 0.062 -0.991
S -6.322353 -2.542889 -2.520844 0.231 -0.294 -0.121
H 1.765834 1.218888 -0.014311 -1.020 0.790 0.237
H -3.118798 2.802802 3.170138 -0.294 -0.491 -1.005
S 4.783116 1.576948 2.949371 1.862 0.501 -2.782
C -4.853347 -3.574256 -2.337693 0.097 -0.087 -0.108
H 3.605139 4.451661 0.525117 -0.292 -1.041 0.143
Cl 1.038234 -0.946915 -2.318544 0.082 0.072 0.021
C 1.478723 3.890531 0.274576 0.580 1.245 1.426
C 4.599714 -0.619305 -0.108162 -0.089 -0.718 -0.968
C 3.051327 3.535918 0.212273 -0.495 -0.274 -0.888
H 5.190985 -0.667834 -1.101721 -0.812 1.739 1.714
H 1.234115 1.015235 -3.597895 0.147 -0.058 0.058
C 1.656853 0.016560 -3.666701 -0.452 -0.266 -0.265
Br 4.218163 -0.205529 4.570686 0.100 1.258 5.243
C -3.559229 -0.071355 -1.982832 -0.774 0.121 3.535
C -7.512298 -3.865605 -2.228912 -0.071 -0.066 -0.041
H -0.009689 1.058443 -0.142800 0.652 0.382 0.920
H 4.115020 -2.858302 2.944117 0.356 1.006 -0.456
Mg -5.428957 -1.969540 2.890195 -0.322 0.456 -0.072
S 0.805948 4.245537 -1.413661 -0.533 -0.272 -0.232
H -7.368285 -4.661954 -2.960080 0.059 0.077 -0.019
Br -0.872837 -2.671533 2.610744 0.122 0.264 0.131
Cl 3.423366 0.154044 -3.565077 0.235 0.007 0.021
H 7.200881 -4.460164 1.965586 -0.007 0.014 0.043
H 4.593517 -2.963842 0.140681 -0.864 1.106 0.312
H -4.812380 -3.973139 -1.322161 -0.037 0.019 0.004
C 0.640154 2.845023 1.112132 -0.494 -0.573 1.319
H 7.839608 -4.240852 0.470071 0.074 -0.069 0.049
O -6.422354 -2.160866 -3.953743 0.082 -0.058 0.272
C 5.386416 1.100937 1.450789 -0.818 0.277 0.086
N -2.438464 -0.898630 -1.805542 -0.200 0.193 1.216
N -3.351251 -0.556859 0.178688 -0.697 0.217 2.409
C 3.569698 3.101926 -1.212869 0.081 -0.344 0.204
N 1.163312 6.219822 1.612184 0.128 0.593 0.392
H -8.515877 -3.454680 -2.333253 0.082 0.050 -0.018
Cl -10.840464 -1.489412 -3.213465 0.084 0.083 0.142
H -3.719889 3.213823 1.530948 0.385 -0.969 0.198
C 1.393151 5.241350 1.068531 -0.465 -2.434 -1.678
C -4.175219 0.163099 -0.682138 1.963 -0.563 -3.528
H -4.879093 -4.389956 -3.061654 -0.059 0.040 0.004
H 3.593132 3.974373 -1.922541 -0.315 -0.964 0.695
Cl -8.545336 -0.605037 -1.669425 -0.237 0.209 0.106
C 1.164663 2.812083 2.589513 -0.332 0.362 -2.591
H -0.280036 3.412002 -1.575933 0.782 0.358 0.624
N 5.535509 -0.277367 0.981566 -0.944 1.123 1.384
H 3.809468 0.175127 -0.223103 0.648 -0.990 -0.046
C 5.522806 -1.288327 2.065150 -0.460 -1.788 -0.272
H -5.064752 0.775504 -0.418245 1.060 -0.857 0.038
H 3.559186 -1.126869 3.273682 0.400 -2.261 -3.137
H -3.974380 -2.955800 -2.518955 -0.093 0.052 -0.001
Na 5.199512 -2.264236 -1.687810 0.463 -1.592 -1.864
C -10.311186 -0.729485 -1.712304 -0.181 -0.011 -0.119
O 3.153219 -1.952087 1.332991 0.878 -0.351 -1.451
H 2.874365 2.301579 -1.601606 0.624 1.025 0.155
C 4.065321 -1.829836 2.462738 -0.514 -0.416 0.182
```
Positions in Å, forces in eV/Å.

Its gap between HOMO and LUMO is 1.3082 eV. For the total energy, the calculation gives -330665.8250 eV. For the energy above the lowest of the compared OMol25 structures with the same formula, charge and spin, the calculation gives 53.4 kcal per mole. The lowest unoccupied orbital energy comes out at -7.95 eV. The total charge is +2. The highest occupied orbital energy is -9.257 eV.

Here is what Löwdin gives for the atomic charges, in e: 0.1217 0.0111 0.0752 0.1192 0.0531 0.0535 0.2442 0.0885 0.1172 0.1362 0.2088 -0.2249 -0.1624 0.9101 0.0919 0.1015 -0.1220 0.0180 0.0315 -0.2322 -0.4166 0.0568 0.5203 0.0075 0.8321 0.0769 0.0937 -1.0140 0.1734 0.2558 -0.2061 0.5926 -0.4567 0.6749 0.0867 0.0955 0.6313 -0.2622 0.1264 0.5676 -0.6082 -0.1536 -0.2024 0.0640 0.0228 -1.4987 0.3301 -0.0971 -0.2643 0.1023 0.1278 0.9389 0.8485 0.0657 0.1042 0.5716 0.1822 0.1028 0.0484 -0.3530 0.1709 -0.5305 -0.9033 0.0265 -0.1812 -0.2760 0.1946 0.0160 0.5598 0.0943 -0.2352 -0.0704 0.0619 0.1090 0.5221 -0.1863 -0.1020 -0.1619 0.1210 -0.2085 0.1158 -0.1643 0.0242 0.5060 -1.5197 -0.1583 0.0568 -0.2898

***

Record 4
ORCA calculation (ωB97M-V/def2-TZVPD) on a 2-piece molecular cluster, C4H9NO overall in a non-equilibrium geometry.

The geometry in XYZ format:
```
15
Properties=species:S:1:pos:R:3:forces:R:3
H -2.272266 -0.305657 0.905072 -0.389 -0.261 -0.273
H 0.335081 -0.737259 2.186060 0.308 0.649 0.212
C -1.651183 -0.697355 0.095046 2.915 0.950 2.130
H -1.538220 0.217337 -2.459281 0.220 0.447 -0.279
H 0.254958 -1.876556 -0.294615 0.152 0.264 -0.783
C -0.603613 -0.142851 -2.039885 -0.276 -0.037 1.126
O 1.555802 1.664290 0.854625 -0.775 -0.615 -0.358
C -0.004838 -0.984400 0.257632 -0.916 -1.366 -0.429
H 0.287214 0.272095 -2.490870 0.070 -0.074 -0.086
H 2.304930 2.167326 1.187072 0.066 -0.346 0.132
H 1.207482 0.366948 1.108996 0.936 2.288 0.263
C -0.691601 0.158288 -0.502896 -2.249 0.171 -1.972
H -0.700468 -1.224836 -2.083425 0.445 -0.116 -0.547
N 0.776719 -0.640611 1.277369 -0.754 -2.271 1.337
H -0.598443 1.162372 -0.099987 0.247 0.317 -0.473
```
Positions in Å, forces in eV/Å.

Its gap between HOMO and LUMO is 5.5458 eV. For the total energy, the calculation gives -7824.0180 eV. For the energy above the lowest of the compared OMol25 structures with the same formula, charge and spin, the calculation gives 191.4 kcal per mole. The lowest unoccupied orbital energy comes out at -2.94 eV. The highest occupied orbital energy is -8.481 eV.

Here is what Löwdin gives for the atomic charges, in e: 0.0919 0.1127 0.1908 0.0810 0.1259 -0.0029 -0.3100 -0.2799 0.0888 -0.0474 -0.0079 -0.3029 0.0763 0.0520 0.1317

***

Record 5
ORCA calculation (ωB97M-V/def2-TZVPD) on C10H4N2O4Pr as an isolated structure in a non-equilibrium geometry.

The geometry in XYZ format:
```
21
Properties=species:S:1:pos:R:3:forces:R:3
N -0.105501 -0.057394 0.357051 0.508 0.063 -0.306
C 0.394409 3.206306 -2.474751 -0.053 3.832 0.812
H 1.938621 -0.279172 0.559171 0.513 -0.125 0.299
C -0.696938 -0.907242 4.351854 -0.030 0.005 -0.055
C -1.260136 0.514450 -3.350524 -4.379 0.011 -2.036
C -1.379145 -0.041462 0.805242 0.830 -0.410 1.033
H -2.649538 -0.337820 2.528040 0.499 -0.041 0.042
C 0.840279 -0.616198 2.454468 0.474 0.188 -0.960
H 1.713022 -0.840363 3.086605 -0.643 0.113 -0.176
C 2.272666 0.525223 -3.502037 6.833 0.050 -3.125
O 0.470131 -3.072306 -2.297561 0.134 4.987 -1.525
Pr 0.598227 0.659115 -1.625844 -0.277 0.204 0.937
O -2.302561 0.506623 -3.808174 3.311 -0.025 1.191
C -0.488568 -0.610482 2.929826 -0.346 -0.378 1.818
C 0.999011 -0.315022 1.102837 -1.627 -0.272 1.182
O 3.356160 0.562021 -3.911600 -5.280 -0.200 1.715
C 0.501023 -1.947593 -2.562460 -0.152 -5.267 1.694
O 0.389468 4.329466 -2.299710 -0.016 -3.158 -0.814
N -0.864424 -1.136989 5.475870 0.185 0.243 -1.193
H -2.099934 0.190714 0.043874 -0.719 0.039 0.107
C -1.626277 -0.331872 2.137820 0.236 0.142 -0.641
```
Positions in Å, forces in eV/Å.

Its gap between HOMO and LUMO (alpha / beta) is 6.1520 / 6.6894 eV. For the total energy, the calculation gives -35639.5645 eV. As for the expectation value of S²: 2.002. For the energy above the lowest of the compared OMol25 structures with the same formula, charge and spin, the calculation gives 0.0 kcal per mole. The lowest unoccupied orbital energy (alpha / beta) comes out at -14.27 / -13.74 eV. The total charge is +3. As for the spin multiplicity: 3. The highest occupied orbital energy (alpha / beta) is -20.427 / -20.433 eV.

Here is what Löwdin gives for the atomic charges, in e: -0.2367 0.0414 0.1230 -0.1001 0.0009 -0.0326 0.1683 0.0920 0.1701 0.0032 0.2265 1.3659 0.2719 -0.1024 -0.0780 0.2533 0.0692 0.2499 0.2807 0.1364 0.0971